{"formula": "C27H57BrNO26S7", "method": "the ωB97M-V functional and the def2-TZVPD basis", "species": ["C", "C", "C", "C", "C", "C", "C", "S", "C", "C", "C", "Br", "O", "C", "C", "N", "C", "C", "C", "O", "H", "H", "H", "H", "H", "H", "H", "H", "H", "H", "H", "H", "H", "H", "H", "H", "H", "H", "H", "H", "H", "H", "H", "H", "H", "H", "H", "H", "H", "H", "H", "H", "H", "C", "C", "O", "S", "O", "O", "O", "H", "H", "H", "H", "C", "C", "O", "S", "O", "O", "O", "H", "H", "H", "H", "C", "C", "O", "S", "O", "O", "O", "H", "H", "H", "H", "C", "C", "O", "S", "O", "O", "O", "H", "H", "H", "H", "C", "C", "O", "S", "O", "O", "O", "H", "H", "H", "H", "C", "C", "O", "S", "O", "O", "O", "H", "H", "H", "H"], "xyz": [[-1.564, 0.459, 2.292], [-0.579, -0.847, 2.193], [-0.308, -1.405, 0.676], [0.133, -0.268, -0.419], [1.736, 0.093, -0.436], [2.407, 0.348, 1.035], [1.978, 1.738, 1.779], [0.967, 2.932, 0.760], [1.966, 3.676, -0.673], [0.842, 3.927, -1.886], [1.539, 4.655, -3.184], [0.187, 5.406, -4.455], [0.726, 4.297, 1.809], [-0.243, 3.975, 2.867], [-1.777, 4.479, 2.433], [-2.250, 3.769, 1.166], [-3.763, 3.553, 1.353], [-4.532, 3.162, -0.056], [-4.025, 1.757, -0.733], [-5.983, 3.011, 0.256], [-2.719, 0.202, 2.209], [-1.428, 0.896, 3.394], [-1.304, 1.337, 1.565], [0.382, -0.614, 2.820], [-1.139, -1.727, 2.774], [-1.319, -1.889, 0.264], [0.484, -2.297, 0.626], [-0.520, 0.727, -0.375], [-0.107, -0.732, -1.492], [1.902, 0.944, -1.221], [2.280, -0.871, -0.886], [3.586, 0.408, 0.859], [2.259, -0.625, 1.710], [2.974, 2.266, 2.168], [1.376, 1.462, 2.772], [2.407, 4.742, -0.368], [2.840, 2.962, -1.040], [0.320, 2.909, -2.222], [-0.050, 4.590, -1.455], [2.199, 5.549, -2.756], [2.198, 3.840, -3.747], [-0.258, 2.857, 3.209], [0.046, 4.659, 3.802], [-1.828, 5.653, 2.353], [-2.464, 4.149, 3.351], [-2.099, 4.403, 0.338], [-4.286, 4.531, 1.751], [-3.992, 2.695, 2.150], [-4.356, 4.053, -0.823], [-4.019, 0.867, 0.027], [-4.755, 1.486, -1.631], [-2.957, 1.906, -1.230], [-6.002, 2.275, 0.937], [-3.699, -1.469, 6.380], [-4.867, -0.604, 6.847], [-4.580, 0.705, 6.361], [-3.767, 0.581, 4.952], [-4.714, 0.728, 3.870], [-2.558, 1.365, 5.052], [-3.373, -0.996, 5.074], [-2.823, -1.327, 7.021], [-3.958, -2.530, 6.348], [-4.972, -0.597, 7.934], [-5.807, -0.934, 6.393], [-1.078, -6.491, 6.427], [-0.927, -5.863, 5.044], [-1.515, -4.569, 5.155], [-1.289, -4.013, 6.672], [-0.133, -3.144, 6.666], [-2.569, -3.617, 7.210], [-0.855, -5.430, 7.354], [-2.094, -6.869, 6.580], [-0.361, -7.299, 6.593], [-1.425, -6.447, 4.265], [0.128, -5.733, 4.783], [-1.306, -3.341, -3.039], [-1.098, -4.725, -3.648], [-0.424, -5.477, -2.641], [-0.913, -4.958, -1.175], [-1.951, -5.847, -0.703], [0.257, -4.629, -0.393], [-1.616, -3.571, -1.665], [-0.387, -2.747, -3.085], [-2.117, -2.793, -3.526], [-0.505, -4.691, -4.565], [-2.056, -5.214, -3.851], [7.443, -1.353, 1.326], [6.547, -1.057, 2.526], [5.229, -1.397, 2.102], [5.316, -2.635, 1.044], [5.063, -3.863, 1.764], [4.600, -2.263, -0.155], [6.916, -2.543, 0.742], [7.381, -0.552, 0.581], [8.486, -1.499, 1.615], [6.595, -0.009, 2.833], [6.804, -1.697, 3.376], [-0.017, -8.621, -7.505], [1.111, -8.091, -6.623], [1.464, -6.829, -7.186], [0.132, -6.148, -7.837], [-0.412, -5.214, -6.876], [0.425, -5.790, -9.205], [-0.807, -7.481, -7.839], [0.377, -9.046, -8.434], [-0.625, -9.370, -6.992], [1.974, -8.760, -6.604], [0.762, -7.919, -5.599], [2.901, 8.298, -5.855], [1.733, 9.163, -5.389], [2.020, 10.472, -5.875], [2.833, 10.348, -7.283], [1.886, 10.494, -8.365], [4.042, 11.132, -7.183], [3.227, 8.770, -7.162], [3.777, 8.440, -5.214], [2.642, 7.237, -5.887], [1.628, 9.170, -4.301], [0.793, 8.833, -5.842]], "total_charge": 1, "total_energy_ha": -8434.593015}